{"formula": "C33H47BrClFeN6O4SSi", "method": "ωB97M-V/def2-TZVPD", "spin_multiplicity": 6, "homo_ev": [-1.670, -1.657], "total_energy_ev": -187780.7543, "relative_energy_kj_mol": 42.96, "charge": -2, "lumo_ev": [4.014, 4.014], "s_squared": 8.77, "largest_force_ev_per_a": 1.14, "elements": ["Fe", "N", "C", "S", "N", "N", "C", "C", "C", "C", "C", "C", "C", "O", "H", "H", "H", "H", "H", "H", "H", "Cl", "C", "H", "H", "C", "N", "C", "C", "C", "N", "C", "O", "N", "H", "H", "H", "H", "H", "H", "H", "C", "C", "C", "C", "Si", "C", "C", "C", "C", "C", "C", "C", "C", "H", "H", "H", "H", "H", "H", "H", "H", "H", "H", "H", "H", "H", "H", "H", "H", "H", "H", "H", "H", "H", "H", "H", "H", "H", "H", "H", "Br", "C", "C", "C", "C", "C", "C", "C", "O", "O", "H", "H", "H", "H"], "xyz": [[0.5003, 0.6254, 0.0379], [0.0411, -3.7954, 3.9211], [0.5691, -2.6442, 3.2960], [1.1232, -2.8485, 1.6669], [0.5730, -1.5874, 4.0280], [1.2019, -0.4395, 3.5816], [0.4226, 0.5489, 3.3503], [-1.0648, 0.4615, 3.3771], [-1.7631, 0.6472, 4.5595], [-3.1484, 0.5210, 4.6263], [-3.8347, 0.1993, 3.4592], [-3.1594, 0.0345, 2.2619], [-1.7562, 0.1795, 2.1705], [-1.1769, 0.1176, 1.0082], [-0.3620, -4.4188, 3.2385], [-0.6021, -3.5495, 4.6618], [0.9120, 1.5038, 3.1745], [-1.2004, 0.8695, 5.4610], [-3.6734, 0.6560, 5.5640], [-4.9158, 0.0996, 3.4783], [-3.7010, -0.1712, 1.3442], [3.2306, 1.5410, -2.2385], [1.6652, 0.7056, -2.1813], [1.7232, -0.2648, -2.6516], [0.8916, 1.3291, -2.5776], [4.9987, 1.2995, 3.3184], [4.4896, 0.5467, 2.1853], [5.1107, -0.5802, 1.7734], [4.6232, -1.3251, 0.7739], [3.3807, -0.9056, 0.1904], [2.7583, 0.1921, 0.5968], [3.2913, 0.9776, 1.5764], [2.7949, 2.0224, 1.9477], [2.8814, -1.6437, -0.7993], [6.0835, 1.3862, 3.2456], [4.7295, 0.8147, 4.2584], [4.5433, 2.2836, 3.2959], [6.0267, -0.8323, 2.2933], [5.1259, -2.2158, 0.4311], [3.1796, -2.5974, -0.8925], [1.9627, -1.4295, -1.1605], [0.8760, 3.6868, -3.5942], [-0.4707, 3.8327, -2.8559], [-1.4580, 2.9302, -3.6147], [-0.8852, 5.2935, -3.0756], [-0.4532, 3.2878, -0.9250], [0.4776, 4.7347, 0.0511], [-0.2671, 6.0763, 0.1443], [1.8401, 4.9873, -0.6080], [0.7582, 4.2924, 1.4881], [-2.3428, 3.2818, -0.3458], [-2.3859, 3.3131, 1.1842], [-3.0203, 1.9718, -0.7919], [-3.2228, 4.4395, -0.8439], [0.8254, 4.2613, -4.5314], [1.0829, 2.6629, -3.8794], [1.7340, 4.0410, -3.0317], [-1.3486, 3.0946, -4.6969], [-2.4938, 3.1426, -3.3545], [-1.2734, 1.8698, -3.4160], [-0.9905, 5.4731, -4.1564], [-0.1234, 5.9827, -2.7102], [-1.8288, 5.5523, -2.6043], [-0.5108, 6.5029, -0.8265], [0.3642, 6.8046, 0.6771], [-1.1945, 5.9824, 0.7099], [1.7426, 5.4875, -1.5736], [2.3969, 4.0572, -0.7559], [2.4443, 5.6361, 0.0423], [-0.1409, 4.2899, 2.1016], [1.2045, 3.3063, 1.5336], [1.4737, 4.9860, 1.9558], [-1.7370, 2.5603, 1.6216], [-3.4074, 3.1033, 1.5280], [-2.1007, 4.2880, 1.5809], [-2.4811, 1.0971, -0.4327], [-3.1088, 1.8915, -1.8740], [-4.0356, 1.9314, -0.3697], [-2.7830, 5.4197, -0.6581], [-4.1887, 4.4069, -0.3174], [-3.4357, 4.3616, -1.9110], [-4.1300, -6.0864, 0.6434], [-2.9215, -4.8066, -0.1124], [-2.9976, -3.4865, 0.2944], [-2.1148, -2.5690, -0.2606], [-1.1820, -2.9760, -1.2057], [-1.1254, -4.3074, -1.5916], [-1.9974, -5.2416, -1.0468], [-0.1988, -1.9733, -1.7798], [0.6291, -2.3744, -2.6126], [-0.3233, -0.7801, -1.3594], [-3.7102, -3.1814, 1.0491], [-2.1113, -1.5326, 0.0580], [-0.3829, -4.5979, -2.3236], [-1.9577, -6.2834, -1.3344]], "forces_ev_per_angstrom": [[0.4, -0.3, -1.0], [0.0, 0.1, 0.0], [0.3, -0.1, -0.3], [0.1, 0.1, 0.1], [-0.1, 0.1, 0.2], [-0.1, 0.0, -0.1], [0.0, -0.2, 0.2], [0.1, 0.0, -0.2], [-0.1, -0.1, 0.1], [0.1, 0.0, -0.2], [0.0, 0.0, 0.0], [0.1, 0.0, 0.0], [-0.3, 0.3, 0.6], [0.6, 0.1, -0.1], [0.0, 0.0, 0.0], [0.0, 0.0, 0.0], [0.0, 0.0, -0.2], [0.0, 0.0, 0.0], [0.0, 0.0, 0.0], [0.0, 0.0, 0.0], [0.0, 0.0, 0.0], [0.1, 0.1, -0.1], [-0.3, 0.4, 0.6], [0.1, 0.0, 0.1], [-0.1, 0.1, -0.4], [-0.1, 0.0, 0.0], [-0.1, 0.2, 0.0], [0.1, -0.1, 0.0], [0.0, 0.0, 0.0], [0.0, -0.4, 0.0], [-0.6, 0.1, 0.1], [0.4, -0.5, 0.0], [-0.2, 0.2, 0.0], [0.0, 0.3, 0.2], [0.0, 0.0, 0.0], [0.0, 0.0, 0.0], [0.0, 0.0, 0.0], [0.0, 0.0, 0.0], [0.0, 0.0, 0.0], [0.0, 0.0, 0.0], [0.0, -0.1, -0.1], [0.0, 0.1, 0.0], [0.1, -0.3, 0.0], [0.0, 0.0, 0.0], [-0.1, 0.0, 0.0], [0.0, 0.1, 0.2], [-0.1, 0.0, -0.1], [0.1, 0.0, 0.0], [0.0, 0.0, 0.0], [0.0, 0.0, 0.1], [0.0, -0.1, -0.2], [-0.1, 0.1, 0.0], [0.0, 0.0, 0.1], [0.0, 0.0, 0.0], [0.0, 0.0, 0.0], [0.0, -0.2, 0.0], [0.0, 0.0, 0.0], [0.0, 0.0, 0.0], [0.0, 0.0, 0.0], [0.0, 0.0, 0.0], [0.0, 0.0, 0.0], [0.0, 0.0, -0.1], [0.0, 0.0, 0.0], [0.0, 0.0, 0.0], [0.0, 0.0, 0.0], [0.0, 0.0, 0.0], [0.0, 0.0, 0.0], [0.0, 0.0, 0.0], [0.0, 0.0, 0.0], [0.0, 0.0, 0.0], [0.0, -0.1, 0.0], [0.0, 0.0, 0.0], [0.1, 0.0, 0.1], [0.0, 0.0, 0.0], [0.0, 0.0, 0.0], [0.0, 0.0, 0.0], [0.0, 0.0, 0.0], [0.0, 0.0, 0.0], [0.0, 0.0, 0.0], [0.0, 0.0, 0.0], [0.0, 0.0, 0.0], [0.0, 0.0, 0.0], [0.0, 0.0, 0.0], [0.1, 0.0, 0.0], [-0.1, 0.0, 0.0], [0.0, 0.0, 0.0], [-0.1, -0.1, 0.0], [0.0, 0.1, 0.0], [-0.3, -0.1, 0.0], [0.1, 0.0, 0.1], [0.0, 0.0, 0.2], [0.0, 0.0, 0.0], [0.0, -0.1, 0.0], [0.0, 0.0, 0.0], [0.0, 0.0, 0.0]]}